This record from the OMol25 dataset describes 2 unconnected molecules or ions with the total composition CH4N4. The level of theory is wB97M-V/def2-TZVPD.

For the HOMO energy, the calculation gives -9.963 eV. As for the HOMO-LUMO gap: 11.0 eV. As for the net charge: 0. As for the energy above the lowest of the compared OMol25 structures with the same formula, charge and spin: 93.1 kcal per mole.

Each line ends with the Löwdin charge.
Geometry (Å):
1 N -0.9566 -0.4735 1.4871  -0.010
2 N 1.4729 1.0240 -0.5006  0.071
3 N -0.2705 2.1207 -1.5385  0.186
4 N 0.6012 1.5637 -1.0941  -0.351
5 C -0.9903 -1.1893 0.4367  -0.179
6 H -0.3898 -2.1520 0.2641  0.086
7 H -1.6648 -0.8321 -0.2472  0.014
8 H 2.3442 0.6568 -0.9740  0.113
9 H -0.1464 -0.7183 2.1667  0.070

=====

This record from the OMol25 dataset describes a molecular structure, C8H14INS. The level of theory is wB97M-V/def2-TZVPD.

For the HOMO energy, the calculation gives -8.238 eV. As for the HOMO-LUMO gap: 7.9 eV. As for the net charge: 0. As for the energy above the lowest of the compared OMol25 structures with the same formula, charge and spin: 52.7 kcal per mole.

Each line ends with the Löwdin charge.
Geometry (Å):
1 I 0.2123 3.1782 -3.8319  0.642
2 S -1.7166 2.0612 -1.5982  0.819
3 N -1.4150 1.5032 -0.0121  -0.323
4 C 0.1655 -1.2695 0.3161  -0.557
5 C 0.4315 0.1164 0.7929  -0.029
6 C 0.4817 -2.1312 1.5676  -0.059
7 C 1.1779 -1.4876 -0.8768  -0.043
8 C -0.1191 1.3694 0.5133  -0.431
9 C -1.2853 -1.5816 -0.1219  -0.067
10 C 0.4811 2.6931 0.7545  -0.088
11 C -0.1479 2.0969 -2.0339  -1.006
12 H 0.4637 3.3904 -0.0927  0.051
13 H -1.8610 0.6610 0.2781  0.042
14 H -1.5652 -2.6067 -0.4390  0.096
15 H 1.4566 0.3881 1.1023  0.128
16 H -2.0306 -1.3420 0.5938  0.068
17 H 0.9499 -2.4842 -1.4818  0.114
18 H -0.1905 -1.8138 2.3950  0.101
19 H 1.5087 -2.3646 1.7026  0.069
20 H 2.2046 -1.6489 -0.6890  0.047
21 H -1.4722 -1.0605 -1.0600  0.070
22 H -0.2905 3.3638 1.3421  0.121
23 H 0.0490 -3.1216 1.3759  0.074
24 H 1.0738 -0.7195 -1.7236  0.093
25 H 1.4377 2.8101 1.2268  0.072

=====

This record from the OMol25 dataset describes 6 unconnected molecules or ions with the total composition C21H56BN4O16S5. The level of theory is wB97M-V/def2-TZVPD.

For the HOMO energy, the calculation gives -11.154 eV. As for the HOMO-LUMO gap: 8.3 eV. As for the net charge: +1.

Each line ends with the Löwdin charge.
Geometry (Å):
1 S -3.6041 7.9290 1.3572  0.568
2 S 2.5192 -2.8985 -0.7246  0.554
3 S 2.9550 4.2620 -7.9258  0.570
4 S 0.5908 -7.1345 3.1451  0.568
5 S -1.1297 -7.0886 8.6659  0.563
6 O -3.2956 7.1702 2.5284  -0.269
7 O 1.2135 -7.8565 4.2097  -0.266
8 O -1.8039 -8.3170 8.3814  -0.276
9 O 1.1571 3.9488 -2.1177  0.156
10 O 4.2414 5.1127 -8.2905  -0.258
11 O -3.8578 7.2589 0.1147  -0.296
12 O 2.6054 -4.1215 0.2797  -0.264
13 O -0.8739 -7.7037 2.9180  -0.260
14 O 0.5457 -5.7039 3.1690  -0.278
15 O -1.7263 -6.4571 9.9995  -0.261
16 O 2.4903 3.5698 -9.0848  -0.266
17 O 3.8354 -2.4016 -0.9799  -0.271
18 O 3.2020 3.5473 -6.7073  -0.285
19 O 1.4740 -2.0102 -0.3103  -0.289
20 O -2.4603 9.0146 1.1354  -0.259
21 O -1.0482 -6.0659 7.6686  -0.277
22 N 0.9315 1.8506 -3.4252  -0.111
23 N -3.0705 0.9213 -4.4354  0.250
24 N -3.0804 1.9680 -2.4009  0.094
25 N -1.7700 2.7710 -4.2385  0.138
26 C 1.9574 -3.8092 -2.1234  -0.120
27 C -0.8045 7.8256 -0.2186  -0.076
28 C -1.0280 3.6746 -3.3247  -0.135
29 C 1.2672 -7.6532 1.6040  -0.115
30 C 1.0903 0.8904 -2.3027  -0.053
31 C -2.9869 -5.7625 9.9102  -0.251
32 C -2.3012 -6.3883 4.4431  -0.074
33 C 5.5083 4.4206 -8.3888  -0.242
34 C 2.4617 -3.1131 2.5274  -0.069
35 C -4.1666 -6.7049 9.7721  -0.073
36 C -2.6149 1.8960 -3.6877  -0.387
37 C -4.9195 9.0473 1.6900  -0.116
38 C 2.2176 2.1082 -4.1022  -0.067
39 C -1.7642 -7.7506 4.0576  -0.237
40 C -1.1015 8.5367 1.0846  -0.246
41 C -1.8041 4.0868 -2.0569  -0.111
42 C 0.4775 -7.4457 9.2848  -0.116
43 C -3.1292 3.3607 -1.9188  -0.135
44 C 1.8809 5.6211 -7.6077  -0.120
45 C 5.6312 3.6036 -9.6592  -0.070
46 C 3.2838 -3.9160 1.5432  -0.237
47 B 0.4113 3.1151 -2.9330  -0.545
48 H 0.8535 1.3055 -1.3242  0.084
49 H 2.7361 -4.5017 -2.4293  0.077
50 H -2.9519 -5.0433 9.0901  0.114
51 H 1.0463 -4.3366 -1.8543  0.074
52 H -2.9139 0.9165 -5.4315  0.145
53 H 1.2784 -8.7388 1.5717  0.076
54 H -2.2444 3.2766 -4.9814  0.173
55 H -3.9397 3.9134 -2.3709  0.129
56 H -1.2231 3.9497 -1.1599  0.109
57 H -5.8262 8.4543 1.7858  0.079
58 H -2.0135 5.1453 -2.0833  0.116
59 H 0.4093 0.0665 -2.4799  0.073
60 H 2.2454 6.1649 -6.7405  0.075
61 H -4.1569 -7.4497 10.5672  0.086
62 H 2.6447 1.1944 -4.4897  0.095
63 H 2.9620 -3.0841 3.4950  0.089
64 H -4.7081 9.5722 2.6169  0.079
65 H -2.7600 -5.8946 3.5852  0.082
66 H 2.9618 2.5731 -3.4584  0.095
67 H -3.3563 3.3119 -0.8676  0.129
68 H -1.2592 -8.2283 4.8982  0.115
69 H -0.8351 4.5804 -3.8826  0.150
70 H 2.0752 0.4539 -2.2889  0.086
71 H -1.0624 8.4544 -1.0708  0.088
72 H 5.4249 4.2207 -10.5332  0.087
73 H 0.3810 -8.0775 10.1632  0.077
74 H -5.0097 9.7396 0.8576  0.078
75 H 6.2630 5.2033 -8.3744  0.123
76 H 1.0108 -7.9741 8.4976  0.079
77 H 1.8543 6.2581 -8.4872  0.078
78 H 4.9257 2.7741 -9.6699  0.071
79 H 0.9787 -6.5125 9.5244  0.076
80 H 0.8933 5.2083 -7.4144  0.069
81 H -3.6133 0.1857 -4.0094  0.144
82 H 4.2583 -3.4593 1.3641  0.116
83 H 2.2800 -7.2605 1.5495  0.067
84 H 2.0475 2.7667 -4.9453  0.055
85 H 3.4609 -4.9136 1.9395  0.114
86 H 0.6624 -7.2420 0.8006  0.074
87 H 5.6591 3.8050 -7.5009  0.115
88 H -3.0432 -6.4924 5.2338  0.081
89 H -3.0693 -5.1971 10.8359  0.122
90 H -2.5810 -8.4031 3.7567  0.122
91 H 6.6374 3.1939 -9.7430  0.084
92 H -0.4721 9.4174 1.1874  0.125
93 H -4.1404 -7.2391 8.8235  0.068
94 H -2.5310 1.3687 -1.7882  0.163
95 H -1.5089 -5.7396 4.8117  0.064
96 H 2.3211 -2.0868 2.1881  0.070
97 H -0.9032 7.8937 1.9435  0.117
98 H 1.2484 3.6214 -1.2112  0.122
99 H 1.7561 -3.0902 -2.9144  0.071
100 H -1.3891 6.9098 -0.2994  0.048
101 H 1.4778 -3.5590 2.6511  0.061
102 H 0.2515 7.5610 -0.2800  0.084
103 H -5.1005 -6.1448 9.8210  0.082

=====

This record from the OMol25 dataset describes a molecular structure, C21H32F6N2O6P3PdS2. The level of theory is wB97M-V/def2-TZVPD.

For the HOMO energy (alpha / beta), the calculation gives -8.523 / -8.966 eV. Its multiplicity is 2. As for the HOMO-LUMO gap (alpha / beta): 6.8 / 6.0 eV. As for the net charge: 0. As for the energy above the lowest of the compared OMol25 structures with the same formula, charge and spin: 11.5 kcal per mole.

Each line ends with the Löwdin charge.
Geometry (Å):
1 Pd -1.7813 -0.3198 1.1219  0.548
2 S -1.5154 -0.7225 3.3096  0.835
3 S -3.1228 -2.2734 1.0826  0.873
4 P -1.0179 0.4865 -1.8348  0.466
5 P 1.1961 0.2925 0.1988  0.454
6 P -3.3741 2.5981 1.4147  0.149
7 F -3.8155 1.1015 1.8739  -0.217
8 F -4.8348 2.8788 0.8407  -0.125
9 F -2.8560 4.0472 0.9342  -0.147
10 F -3.7544 3.1659 2.8520  -0.124
11 F -2.9202 1.9673 -0.0312  -0.206
12 F -1.8494 2.2308 1.9425  -0.226
13 O 1.7266 1.3194 1.2478  -0.176
14 O 2.4293 -0.2094 -0.6366  -0.165
15 O -0.0497 -0.2239 -2.8446  -0.198
16 O -1.8464 -0.4949 -1.0477  -0.366
17 O 0.4463 -0.8916 0.7172  -0.315
18 O -1.9161 1.4795 -2.6060  -0.146
19 N -1.4920 -5.4332 7.1796  0.180
20 N -3.9291 -7.2925 4.4647  0.180
21 C -0.4630 2.6109 -4.2466  -0.039
22 C -3.3007 -4.2982 2.8377  -0.042
23 C 3.4641 0.6607 -1.1892  -0.436
24 C -0.3587 -1.5503 -3.4179  -0.413
25 C 2.7203 0.9922 2.2852  -0.417
26 C -2.0156 -2.3127 3.5182  -0.651
27 C -1.6360 2.7481 -3.3039  -0.382
28 C -2.9976 -4.9097 4.0080  -0.173
29 C -1.7965 -4.9066 6.2054  -0.161
30 C 0.4127 -2.5645 -2.6131  -0.031
31 C 1.9986 0.9486 3.6069  -0.036
32 C 0.0085 -1.4850 -4.8757  -0.038
33 C -3.5221 -6.2358 4.2737  -0.163
34 C -2.1648 -4.2415 4.9672  -0.169
35 C -1.6969 -2.9900 4.7314  -0.046
36 C 3.3090 0.7035 -2.6909  -0.031
37 C 4.7867 0.0892 -0.7437  -0.036
38 C 0.1517 1.3699 -0.8000  -0.212
39 C 3.7885 2.0542 2.2205  -0.036
40 C -1.5264 3.8810 -2.3100  -0.033
41 C -2.7925 -2.9924 2.5463  -0.682
42 H -1.4289 -1.7237 -3.3034  0.139
43 H -0.6011 1.7895 -4.9496  0.079
44 H -0.3586 3.5386 -4.8121  0.094
45 H 1.0623 -1.2208 -4.9929  0.087
46 H 3.3331 1.6625 -0.7724  0.129
47 H -0.1529 -2.4595 -5.3398  0.091
48 H 0.8006 1.9834 -1.4309  0.076
49 H 2.7210 0.7647 4.4051  0.093
50 H -1.0756 -2.4961 5.4669  0.126
51 H -0.5960 -0.7498 -5.4078  0.079
52 H -0.4094 2.0176 -0.1149  0.075
53 H 3.1346 0.0098 2.0519  0.137
54 H -2.3287 3.8438 -1.5745  0.076
55 H 4.8411 0.0058 0.3421  0.072
56 H 1.4997 1.9008 3.7993  0.100
57 H 4.2776 2.0933 1.2482  0.063
58 H 1.2513 0.1540 3.6304  0.044
59 H 4.5524 1.8540 2.9736  0.095
60 H 3.3523 3.0331 2.4290  0.097
61 H -2.5429 2.8851 -3.8864  0.146
62 H -3.9268 -4.7967 2.1100  0.126
63 H -1.5881 4.8277 -2.8511  0.095
64 H 1.4881 -2.3888 -2.7060  0.087
65 H 5.6049 0.7290 -1.0822  0.096
66 H 3.5679 -0.2638 -3.1289  0.092
67 H 3.9812 1.4590 -3.1037  0.094
68 H -0.5733 3.8716 -1.7770  0.077
69 H 0.4749 2.4440 -3.7104  0.066
70 H 2.2880 0.9407 -2.9932  0.056
71 H 0.1905 -3.5696 -2.9790  0.092
72 H 4.9246 -0.9057 -1.1726  0.095
73 H 0.1438 -2.5115 -1.5565  0.077

=====

What maximum force values result from the calculations? In sequence: 0.087 0.103 0.039 0.034 hartree/bohr.